[1]
Molecular formula: C24H27FN2O4
Method: DFT, the ωB97M-V functional and the def2-TZVPD basis

Results
**Highest occupied orbital energy**: -0.3166 Ha
**Kohn-Sham gap**: 8.07 eV
**Net charge**: 0
**Energy**: -39214.012 eV
**Multiplicity**: 1
**SMILES string**: CCCOc1cccc([C@H]2/C(=C(/O)c3ccc(F)cc3)C(=O)C(=O)N2CCN(C)C)c1
**ΔE to the lowest compared entry with this formula, charge and spin**: 0.0 kcal/mol
**Molecular weight**: 426.49 u

```
58
C24H27FN2O4 (the ωB97M-V functional and the def2-TZVPD basis)
H -2.66845 -2.47844 -1.39899
H 6.64789 0.19003 -0.11710
H -1.14485 -3.40270 -1.27315
C -4.19555 3.79235 1.39175
C -4.44507 1.56586 2.22580
C 0.18607 0.85271 -2.54842
N -0.78075 1.94801 -0.78108
H -4.80380 1.98400 3.16514
H -3.67800 2.02671 -0.46816
C 2.26387 0.09187 -1.52396
C 0.30494 1.18599 -0.18143
H -1.17817 3.03892 0.92929
C 3.93137 -0.38172 1.82714
C 3.27266 -0.02035 -0.46080
H 1.91795 -0.47040 1.14319
C -0.29049 0.12587 0.72830
O -1.88518 2.15598 -2.77137
H 0.94974 1.85536 0.40391
C 4.61530 0.13845 -0.81315
O -2.12599 -3.05591 0.51302
H -3.90156 0.64627 2.44036
F 6.21258 -0.27212 2.39143
H -4.49181 -4.15730 0.31902
O 2.68886 -0.30488 -2.71661
H 0.13462 1.18521 2.54155
H -0.98054 -0.48279 3.97456
C 1.00956 0.62400 -1.38516
C 2.94320 -0.29260 0.86558
C 5.25099 -0.19492 1.45381
H 1.96937 -0.13814 -3.38859
C -4.40523 -4.45971 -0.72118
C -0.88666 -0.99459 0.16023
N -3.54484 2.51510 1.60380
H -3.47390 4.50748 1.00359
C -2.97394 1.98637 0.37842
C -2.93708 -4.60439 -1.10109
H 3.69025 -0.59904 2.85548
H -4.88811 -3.70866 -1.34259
H -0.86235 -1.10998 -0.91235
C -1.51578 -1.93785 0.96495
H -2.71984 0.93994 0.55658
C 5.60898 0.06028 0.14092
C -1.68587 2.74301 0.00946
H -1.92828 3.63288 -0.57710
H -2.03632 -2.47817 2.96116
H -4.56878 4.16237 2.34545
C -2.16663 -3.30654 -0.88027
H -4.92597 -5.40447 -0.85384
C -0.94984 -0.62773 2.90560
C -0.32337 0.31252 2.10157
H 4.86784 0.33198 -1.84372
C -0.98053 1.71380 -2.09938
C -1.54118 -1.74096 2.34961
H -5.31500 1.32426 1.59607
O 0.42064 0.47368 -3.69251
H -2.47572 -5.38610 -0.49582
H -2.84604 -4.88312 -2.15202
H -5.03819 3.72499 0.68650
```

---

[2]
Molecular formula: C43H111N21O13
Method: DFT, the ωB97M-V functional and the def2-TZVPD basis

Results
**Highest occupied orbital energy**: -0.2982 Ha
**Kohn-Sham gap**: 7.79 eV
**Net charge**: 0
**Energy**: -104302.632 eV
**Multiplicity**: 1
**ΔE to the lowest compared entry with this formula, charge and spin**: 0.0 kcal/mol
**Molecular weight**: 1130.50 u

```
188
C43H111N21O13 (the ωB97M-V functional and the def2-TZVPD basis)
H -6.22849 6.12870 -28.79750
H -16.33950 4.84434 -32.09962
N -8.00732 4.08220 -33.19334
H -3.03099 7.64117 -35.44434
H -7.57318 -0.92211 -34.40289
N -13.01412 -1.67268 -31.77425
H -6.98788 -0.45612 -36.72571
C -6.46394 5.18486 -34.68413
H -9.40244 1.49271 -32.65587
H -8.70948 4.64053 -30.81986
C -4.43112 1.63626 -39.24982
H -6.07187 -2.31766 -40.34341
H -1.10947 6.24667 -36.16456
H -5.90826 0.74355 -33.08559
N -9.19779 5.38277 -26.88737
H -13.78730 0.65766 -31.39263
H -13.42655 6.46337 -36.52942
C -11.16411 10.36101 -29.20194
H -8.34300 9.14417 -34.75861
C -5.19429 -0.10718 -29.83053
C -12.49551 2.45025 -37.26117
H -4.14733 5.97710 -34.22912
N -13.05582 0.60335 -32.07508
H -12.56249 3.59958 -35.49749
C -10.23971 4.84081 -32.93665
C -9.08777 3.66098 -31.12414
H -9.00016 5.86199 -35.92390
C -9.87122 2.33493 -33.16224
O -5.48160 4.52157 -30.81140
N -5.78689 6.74979 -41.48286
H -2.79624 -3.01774 -39.30962
H -17.38204 3.86961 -33.06494
N -12.86692 2.78026 -35.98360
H -4.79144 2.58462 -38.83674
N -8.38201 9.17259 -35.77601
C -2.92456 1.20973 -37.26334
H -6.29509 5.64954 -35.65971
C -9.69919 9.77903 -30.96160
O -15.56652 2.59017 -34.15810
H -4.33984 -0.03466 -32.45304
O -6.98462 3.13537 -32.90878
N -16.45272 4.15618 -32.82167
C -3.69281 -3.08650 -38.68314
H -13.75699 -1.63899 -31.10470
H -7.79892 -0.49519 -28.92108
H -3.56838 1.82423 -39.88630
C -2.51434 7.02242 -34.70452
H -4.90148 0.16184 -36.14495
H -4.28779 -0.03561 -30.43559
H 1.26527 6.97351 -35.92004
H -1.88464 -1.01678 -39.17464
H -7.70710 8.22498 -33.03272
C -4.06837 0.64429 -38.13082
H -3.49576 5.51634 -31.55990
N -3.59306 -0.65120 -38.62319
O -10.65941 9.32126 -30.02637
H -1.96555 1.26650 -37.78631
C -7.13877 -1.35698 -29.05322
H -9.69163 2.12258 -34.21649
H -5.14881 6.96675 -42.22404
N -8.33060 8.99953 -32.78538
H 0.28777 7.86812 -37.18770
H -11.24844 4.62366 -32.56696
H -2.69843 0.50722 -36.45720
C -4.39569 -2.85355 -31.36343
H -12.20613 10.59702 -29.43846
H 1.26237 8.78400 -36.03247
C -5.62501 7.14893 -40.20211
H -7.57477 9.58386 -32.42427
N -6.21660 6.32628 -39.29233
H -6.41325 5.97614 -41.61658
H -9.22388 8.83892 -36.21208
H -7.82531 -2.20295 -29.04863
C -7.88603 4.57766 -34.57775
N -3.58034 5.71909 -30.57550
H -5.89133 -3.45840 -30.03865
O -0.39466 7.96753 -35.25921
C -15.40011 3.56520 -33.41889
H -11.15932 4.39695 -28.08299
N -5.26467 5.98378 -29.04231
H -13.38656 3.52294 -33.36114
H -4.42479 -2.16932 -40.94937
H -8.24250 9.02919 -38.18478
H -3.46454 -2.28038 -31.35631
C -4.49648 -1.81105 -38.83893
H -12.33238 7.66741 -35.29476
C -8.96885 5.68384 -34.84507
H -7.84512 -2.47230 -33.58308
H -4.85420 -0.12405 -34.08847
H -5.62806 1.51523 -37.03660
H -3.34346 5.19163 -35.44894
H -6.90102 -0.03512 -38.41530
H -4.81015 -0.09867 -28.80933
H -8.74622 6.60012 -34.29774
H -5.46856 -0.74661 -40.55312
H -7.45839 8.21564 -30.56812
O -12.87212 1.39217 -37.73694
N -7.35161 8.87555 -37.75656
H -6.56053 -2.31092 -34.65782
C -4.84330 5.35429 -30.18282
C -5.14708 -1.74255 -40.25240
C -8.41043 7.69495 -30.70578
H -6.28402 6.47201 -38.30071
C -5.17933 -2.67744 -32.68564
H -6.53769 -1.27293 -28.14446
C -14.07885 6.94715 -34.62755
C -5.26046 -2.57251 -30.13914
H -3.09151 2.17127 -36.77458
C -7.08755 -1.74769 -33.87955
O -10.48845 7.28681 -27.11816
H -5.62435 4.51170 -34.52281
H -10.62169 11.29826 -29.34638
H -2.49081 8.83419 -33.51184
N -11.09648 5.39508 -28.15205
H -5.80908 -3.55001 -32.89171
H -12.59297 -2.54732 -32.03302
O -4.93679 8.12167 -39.90074
H -9.01188 3.27720 -35.92639
H -8.37274 2.89226 -30.84656
H -0.46846 6.06244 -34.57093
H -7.43745 2.55893 -35.22195
C -5.21877 0.50727 -37.12721
H -4.21219 -3.92886 -39.14764
H -7.52527 3.76668 -36.53649
H -11.28443 4.13725 -37.39671
H -11.17804 10.12996 -28.13679
H -14.96436 5.81119 -36.12355
C -9.31315 3.67540 -32.66521
H -4.63214 6.68553 -28.70275
H -5.30217 1.39504 -39.86518
H -2.32537 7.32202 -32.44243
C -6.09243 -1.37856 -32.77721
H -10.06767 10.51414 -31.68511
O -15.01038 6.94863 -33.82959
C -6.31816 -0.45052 -37.58946
H -8.64365 5.78330 -26.15268
O -6.20503 8.49865 -35.80218
H -10.02782 3.68422 -30.56400
H -6.37766 3.69866 -32.40991
H -6.35691 6.01940 -33.98413
N -12.98200 7.74460 -34.53858
N -3.24254 5.74814 -34.61362
H -4.60668 -2.49367 -29.26878
N -14.18403 4.05770 -33.06960
C -10.27620 6.10616 -27.36714
C -5.23298 -0.11707 -33.06368
H -11.08426 6.08815 -34.50646
H -4.04944 -3.88911 -31.40738
H -9.00342 4.43504 -27.15116
N -11.71205 3.37528 -37.88546
H -10.06596 8.01249 -32.11852
C -1.09716 6.72482 -35.17679
N -6.80089 -1.30811 -31.48498
H -8.91193 10.25942 -30.36741
H -9.90881 5.71912 -32.37646
C -7.97984 3.42034 -35.60094
C -12.42718 -0.58468 -32.35647
H -12.46958 1.39372 -32.27585
O -2.59397 -0.53593 -39.61408
H -13.45468 2.05473 -35.59980
H -13.03929 8.49917 -33.87779
N -14.14502 6.32208 -35.84615
H -10.75162 4.43192 -35.01438
H -4.56671 -2.80523 -33.58519
H -5.33052 -2.06381 -36.81810
H -11.49763 3.16828 -38.84486
H -8.24287 6.64312 -30.93727
C -9.19782 8.52714 -31.70342
H -11.80305 6.00495 -28.53319
O -11.39680 -0.66148 -32.99880
H -3.74488 7.69068 -33.16287
H -6.34405 -2.62156 -38.03096
H -3.30653 -3.39606 -37.71272
H -10.95700 2.41291 -33.09665
H -14.17384 5.06116 -32.95437
O -7.62858 -0.16244 -31.51187
C -7.21875 8.82572 -36.39894
C 0.68837 7.86800 -36.16965
C -5.67414 -1.78433 -37.82407
H -8.91510 7.76828 -29.73835
H -6.51749 8.71655 -38.30464
H -2.99645 6.16705 -29.89905
H -7.05738 0.52588 -31.88577
C -6.09940 -1.28850 -30.21584
C -10.38979 5.25569 -34.39432
H -6.79285 5.57150 -39.61971
C -2.66745 7.77093 -33.37511
H -5.70168 0.85899 -29.90836
```

---

[3]
Molecular formula: C4H33N2O12
Method: DFT, the ωB97M-V functional and the def2-TZVPD basis

Results
**Highest occupied orbital energy**: -0.2417 Ha
**Kohn-Sham gap**: 9.33 eV
**Net charge**: -1
**Energy**: -32236.102 eV
**Multiplicity**: 1
**ΔE to the lowest compared entry with this formula, charge and spin**: 3.4 kcal/mol
**Molecular weight**: 301.31 u

```
51
C4H33N2O12 (the ωB97M-V functional and the def2-TZVPD basis)
O -2.79461 3.20169 -2.64821
C -1.22189 0.42806 1.17897
H 1.93231 0.84597 3.27161
C -1.30618 0.60638 -0.31309
H 3.03296 0.63399 0.62101
H -0.57334 0.00220 -0.83933
H -2.99225 -0.83957 -0.34706
O -1.80369 -2.08355 -2.92214
H 1.23416 -1.10674 1.83224
H 2.61703 -2.79955 1.08301
H 2.03653 -0.56297 -1.89558
H 3.71813 1.23055 2.04184
H -3.39402 0.84818 -0.65903
H -4.90640 -0.52353 1.24353
C -0.13801 2.28688 -1.70244
H -1.14175 -1.38354 -2.84517
O 1.19906 -0.95202 -1.62068
O 2.13611 1.49346 3.96131
H 3.99283 -2.27797 1.61555
O 3.63212 0.56514 1.37262
H 2.23822 -1.60511 2.71625
O 2.11216 3.24895 1.10702
H -0.29315 0.90888 1.54607
H 1.32424 1.43200 4.48102
N -1.29461 -0.98580 1.47777
O 1.04454 1.66289 -1.33363
H 1.42117 -2.69047 -4.01710
O -4.46397 -1.30992 1.55375
O 3.29063 -2.88753 1.82215
H 0.97966 0.69677 -1.56897
H 2.05030 3.43910 0.17138
H -2.69942 -0.09259 -1.90105
H -2.75444 2.45255 -2.01336
H -2.52845 3.93106 -2.08685
H 1.59870 2.48685 1.35749
C -2.65570 0.06625 -0.82836
H 1.09091 -3.37535 -0.32739
H -0.86716 2.52935 0.12645
H -1.99456 0.97507 1.73306
H -1.35179 -2.80654 -2.43582
H -0.57969 2.01695 -2.66424
H 0.01419 3.35644 -1.58097
O 1.39880 -1.09510 2.80089
H -0.97133 -1.24326 2.39983
H -3.57779 -1.32478 1.17520
H 0.92882 -2.39902 -2.56910
H 1.28759 -1.81729 -0.53159
O 1.20828 -2.59116 0.20230
H -0.86503 -1.57466 0.76579
N -1.23146 2.04135 -0.69655
O 0.88126 -3.05894 -3.31038
```